[1]
Here is a molecular structure, C16H18Br6N4O8 at a distorted geometry from the OMol25 dataset. Energies are from ωB97M-V/def2-TZVPD.

```
52
Properties=species:S:1:pos:R:3:forces:R:3
C 2.719531 -3.905985 -3.897517 0.313 -0.259 0.602
N 1.957333 -3.332665 -5.015226 -1.223 0.707 0.913
O 0.715089 -3.295150 -4.933582 2.275 -0.061 -0.837
O 2.701242 -2.786130 -5.811191 -1.388 -0.072 -0.627
H 2.846981 -3.070132 -3.209617 0.195 0.012 -0.073
H 3.668832 -4.171338 -4.362841 -0.100 -0.267 0.576
H 2.207555 -4.687111 -3.335532 -0.073 -0.062 -0.550
C -2.969494 9.013365 -4.499854 -1.073 0.154 0.287
N -1.745821 9.829814 -4.721126 -0.267 1.109 -0.383
O -1.897549 10.904886 -5.381851 1.042 -3.041 1.866
O -0.736626 9.368965 -4.198984 -0.561 1.322 -1.094
H -2.924826 8.405502 -3.596185 0.672 0.180 -0.115
H -3.149545 8.344073 -5.341113 0.156 0.350 -0.137
H -3.791248 9.714790 -4.355547 0.032 -0.078 -0.422
C 6.751209 3.663155 -2.395519 -1.775 0.731 0.560
C 6.603947 4.871872 -1.713772 0.857 -0.757 -0.836
C 7.744132 5.660006 -1.528314 -2.580 0.636 0.824
C 8.977615 5.265088 -1.931417 0.403 -2.884 -0.714
C 9.142229 3.924505 -2.437233 -0.694 1.482 0.924
C 7.978532 3.184645 -2.692984 2.675 0.188 -0.868
N 10.051745 6.221893 -1.888232 0.948 2.462 0.136
O 9.753868 7.397013 -1.620600 -0.080 -1.400 -0.055
O 11.189797 5.911402 -2.181177 -0.375 -0.865 0.060
H 5.870940 3.109321 -2.686745 -0.089 -0.108 0.033
H 5.609752 5.211660 -1.463738 0.138 0.192 0.222
H 7.511555 6.587177 -1.025660 0.751 0.343 -0.230
H 10.099072 3.432987 -2.533480 0.196 0.497 -0.457
H 8.155282 2.325301 -3.322819 -0.375 -0.515 0.398
C -6.221865 -9.344844 5.791204 2.008 -0.947 -0.848
C -5.097435 -10.255800 5.771176 -0.225 1.834 -0.886
C -3.929611 -9.924362 5.004500 -0.991 1.183 -0.125
C -3.944557 -8.737906 4.273841 -1.124 0.053 0.788
C -5.077247 -7.866253 4.323707 2.767 0.729 -1.509
C -6.175360 -8.142707 5.026744 -1.445 -2.426 1.986
N -2.795566 -8.369678 3.396763 0.741 -0.460 -1.452
O -1.839363 -9.138877 3.181008 -1.761 0.651 1.308
O -2.916382 -7.322768 2.787310 0.004 0.008 0.485
H -7.118186 -9.586770 6.343006 0.055 -0.135 0.097
H -5.097011 -11.201362 6.293009 -0.214 0.101 0.196
H -2.986501 -10.445246 4.929546 -0.253 -0.708 0.293
H -5.049734 -6.908229 3.825883 0.281 -0.147 -0.392
H -7.061871 -7.526590 4.997110 0.159 0.268 0.057
C -1.604685 1.464259 -0.177725 -0.994 0.688 -0.633
Br -1.561434 3.050933 0.972468 -0.220 -0.789 -0.115
Br -2.166312 2.109769 -2.011061 0.557 -0.659 1.173
Br -2.864813 0.017252 0.382454 1.167 1.148 -0.218
H -0.562830 1.145094 -0.205267 -0.514 -0.387 -0.205
C -8.084542 1.986425 5.383712 -0.178 -0.001 -0.226
Br -9.578180 1.540288 4.199204 0.153 0.580 0.359
Br -8.092486 0.737513 6.858494 0.124 0.396 -0.060
Br -7.974451 3.891408 5.991405 -0.184 -1.495 -0.591
H -7.240708 1.729541 4.743369 0.089 0.520 0.515
```
Forces are in eV/Å.

Computed properties:
gap between HOMO and LUMO	0.3401	Ha
highest occupied orbital energy	-10.035	eV
calculated total energy	-16885.0303	Eh
ΔE to the lowest compared entry with this formula, charge and spin	11.05	kcal per mole

Mulliken charges, unit e, in atom order: -0.610 0.789 -0.504 -0.490 0.259 0.285 0.272 -0.686 0.787 -0.486 -0.477 0.302 0.271 0.288 -0.340 -0.497 -0.080 -0.017 -0.278 -0.441 0.931 -0.567 -0.578 0.362 0.370 0.390 0.413 0.333 -0.356 -0.509 -0.350 0.134 -0.156 -0.473 0.909 -0.577 -0.561 0.378 0.367 0.438 0.381 0.376 -0.321 -0.012 -0.027 -0.002 0.362 -0.292 -0.017 -0.003 -0.013 0.326

=====

[2]
Here is a molecular structure, C5H8N at a distorted geometry from the OMol25 dataset. Energies are from ωB97M-V/def2-TZVPD.

```
14
Properties=species:S:1:pos:R:3:forces:R:3
C -1.045666 -1.520448 -0.908364 -0.949 0.141 0.163
C -0.090894 1.189978 -0.258662 0.147 1.281 1.363
C -1.365220 0.688042 0.494711 0.006 0.493 1.499
C 0.439563 -0.261951 -0.613884 1.061 0.802 -0.891
C 1.340780 -1.042912 0.361936 1.297 5.399 -0.319
N -1.216940 -0.477042 -0.338594 -1.404 -3.062 0.454
H -0.400175 1.786108 -1.131996 0.274 -0.578 0.157
H 0.538484 1.831961 0.372404 0.268 -0.509 -0.335
H -1.303371 0.422034 1.667804 0.113 0.472 -2.904
H -2.328472 1.190445 0.286336 0.659 -0.213 0.116
H 0.565554 -0.403779 -1.718090 0.598 0.225 1.196
H 1.047629 -0.847461 1.384768 -0.218 -0.224 0.234
H 2.407613 -0.534185 0.275858 -2.050 -1.035 -0.030
H 1.411119 -2.020785 0.125775 0.197 -3.195 -0.702
```
Forces are in eV/Å.

Computed properties:
gap between HOMO and LUMO	0.4741	Ha
highest occupied orbital energy	-17.007	eV
calculated total energy	-249.6341	Eh
ΔE to the lowest compared entry with this formula, charge and spin	119.91	kcal per mole
charge	+1

Mulliken charges, unit e, in atom order: -0.052 -0.462 -0.349 0.053 -1.177 0.252 0.299 0.347 0.277 0.283 0.392 0.349 0.329 0.459

=====

[3]
Here is a gas-phase ion, C17H20NO (charge +1) at a distorted geometry from the OMol25 dataset. Energies are from ωB97M-V/def2-TZVPD.

```
39
Properties=species:S:1:pos:R:3:forces:R:3
C 3.589438 3.203744 -4.663510 0.118 -0.127 -0.022
C 2.554956 2.413082 -3.906631 -0.430 0.383 0.387
C 1.442165 1.882478 -4.561780 0.178 -0.075 -0.121
C 0.481936 1.161250 -3.879251 0.417 -0.278 0.541
C 0.627521 0.934148 -2.496518 0.018 0.549 -0.539
C -0.358151 0.100465 -1.847163 -1.052 -0.033 2.288
C -0.463679 -0.028077 -0.484937 0.385 0.553 -0.461
C -1.359191 -0.947565 0.269737 -1.759 -0.997 -1.037
N -1.055233 -2.466451 -0.175989 1.883 1.246 -1.374
O -2.239242 -3.208388 -0.129948 0.406 -0.814 0.184
C -1.312255 -0.917929 1.785049 -0.022 -0.702 -1.142
C -2.365697 -1.589105 2.431282 0.345 1.203 -0.035
C -2.375478 -1.581232 3.808526 -0.471 -0.498 0.280
C -1.358807 -0.998265 4.556739 0.624 0.075 -0.411
C -1.370384 -1.058484 6.052106 -0.148 0.113 0.149
C -0.294057 -0.391180 3.872332 -0.158 -0.395 0.065
C -0.212779 -0.398562 2.489295 -1.062 0.352 -0.242
C 1.693680 1.536624 -1.801641 0.092 -0.293 -0.381
C 2.639440 2.266423 -2.512639 -0.078 -0.202 -0.148
H 4.355745 3.573045 -3.971373 -0.147 -0.007 -0.294
H 4.073244 2.559626 -5.410279 -0.040 0.206 0.140
H 3.141626 4.054981 -5.202157 0.133 -0.309 0.261
H 1.363573 2.004898 -5.634028 -0.085 0.063 -0.039
H -0.359652 0.710308 -4.399501 0.125 0.129 0.002
H -1.168194 -0.324825 -2.462267 0.594 -0.218 0.009
H 0.095969 0.651401 0.184623 -0.057 -0.669 -0.770
H -2.371549 -1.118400 -0.179229 0.071 1.758 0.821
H -0.815891 -2.258735 -1.304143 0.441 -1.343 3.828
H -0.382211 -2.650210 0.679535 -0.706 -0.721 -2.644
H -2.027630 -4.171741 -0.259718 0.040 1.141 0.138
H -3.211505 -1.958411 1.849520 0.306 -0.011 0.282
H -3.214669 -2.044649 4.316611 0.079 0.010 0.098
H -0.497829 -0.553946 6.462316 -0.035 -0.025 0.072
H -2.267585 -0.575283 6.445572 0.056 -0.018 0.035
H -1.376560 -2.092788 6.411057 0.027 0.127 -0.106
H 0.489047 0.091633 4.424715 0.261 0.043 0.294
H 0.602644 0.113247 1.970067 -0.255 -0.333 0.340
H 1.815798 1.375216 -0.724846 0.013 0.137 -0.503
H 3.491447 2.701656 -2.001534 -0.107 -0.017 0.055
```
Forces are in eV/Å.

Computed properties:
gap between HOMO and LUMO	0.2935	Ha
highest occupied orbital energy	-11.337	eV
calculated total energy	-789.4295	Eh
ΔE to the lowest compared entry with this formula, charge and spin	44.60	kcal per mole
charge	+1
SMILES	Cc1ccc(/C=C/[C@@H]([NH2+]O)c2ccc(C)cc2)cc1

Mulliken charges, unit e, in atom order: -1.320 0.848 -0.539 -0.767 1.017 -0.472 -0.559 0.126 -0.107 -0.379 0.136 -0.585 -0.508 0.857 -1.367 -0.723 -0.628 -0.814 -0.663 0.341 0.326 0.318 0.407 0.334 0.380 0.325 0.490 0.494 0.483 0.366 0.384 0.405 0.353 0.340 0.327 0.353 0.387 0.334 0.298

=====

[4]
Here is 3 unconnected molecules or ions with the total composition C2H10NO3 at a distorted geometry from the OMol25 dataset. Energies are from ωB97M-V/def2-TZVPD.

```
16
Properties=species:S:1:pos:R:3:forces:R:3
C -0.887036 -1.026965 -0.579667 0.587 -1.673 -4.050
O 0.318953 -0.580012 -1.256371 -0.597 0.947 2.710
C -1.099351 -0.988279 0.906707 -0.396 -1.941 3.890
N -0.787677 0.319971 1.506197 -1.320 0.504 -1.539
H -1.696984 -0.583466 -1.218574 -0.169 -0.048 1.184
H -0.872170 -2.097344 -0.904970 -0.736 0.116 0.651
H -2.211905 -1.496151 1.416154 2.531 1.802 -2.148
H -0.445273 -1.743611 1.453755 -0.256 0.677 -1.033
H 0.141567 0.409623 1.868269 0.477 -0.543 0.118
H -0.786886 0.896569 0.650057 -0.168 0.483 1.065
H -0.035808 1.058311 -1.068919 -0.557 0.143 -0.701
H -0.877871 2.052529 -1.978521 0.046 -0.191 -0.074
O -0.602636 1.932451 -1.068523 0.739 -0.280 0.317
H 2.481778 0.865787 0.880984 -0.132 0.097 -0.119
H 1.906709 -0.399560 0.231616 -0.143 0.172 -0.595
O 2.726402 -0.019063 0.605492 0.094 -0.265 0.322
```
Forces are in eV/Å.

Computed properties:
gap between HOMO and LUMO	0.2875	Ha
highest occupied orbital energy	-3.582	eV
calculated total energy	-362.6452	Eh
ΔE to the lowest compared entry with this formula, charge and spin	39.00	kcal per mole
charge	-1

Mulliken charges, unit e, in atom order: -0.613 -0.846 -0.245 -0.715 0.263 0.324 0.181 0.233 0.288 0.346 0.359 0.269 -0.766 0.302 0.335 -0.714

=====

[5]
Here is a single C3H7NO2 molecule at a distorted geometry from the OMol25 dataset. Energies are from ωB97M-V/def2-TZVPD.

```
13
Properties=species:S:1:pos:R:3:forces:R:3
C 1.657529 -1.583155 -0.281715 -0.066 0.191 0.054
C -1.386943 1.894015 0.119917 -0.233 -0.134 -0.087
N -0.452499 0.799744 0.295494 0.221 0.001 0.323
C -0.737841 -0.438064 0.128342 -0.103 0.259 -0.632
O 0.879618 -0.893136 0.694463 -0.156 0.809 0.024
O -1.440618 -1.297175 -0.274763 0.252 0.156 0.396
H 0.804576 0.266680 0.674027 0.115 -1.239 -0.125
H 2.627278 -1.833654 0.149920 -0.057 0.008 -0.036
H 1.797328 -0.974655 -1.181278 -0.004 -0.031 0.062
H 1.128323 -2.499052 -0.548289 0.014 0.037 0.025
H -1.701247 2.286146 1.090093 0.028 -0.019 -0.067
H -2.274649 1.574308 -0.430837 0.016 0.045 0.012
H -0.900855 2.697999 -0.435375 -0.028 -0.083 0.051
```
Forces are in eV/Å.

Computed properties:
gap between HOMO and LUMO	0.3949	Ha
highest occupied orbital energy	-9.847	eV
calculated total energy	-323.6729	Eh
ΔE to the lowest compared entry with this formula, charge and spin	67.83	kcal per mole

Mulliken charges, unit e, in atom order: -0.587 -0.789 -0.344 0.532 -0.490 -0.489 0.526 0.244 0.270 0.282 0.274 0.300 0.270

=====

[6]
Here is 2 unconnected molecules or ions with the total composition C6H10O from the OMol25 dataset. Energies are from ωB97M-V/def2-TZVPD.

```
17
Properties=species:S:1:pos:R:3:forces:R:3
C -0.094498 -1.963780 0.766720 -0.072 0.126 0.077
C -0.257148 -0.679857 0.459642 0.039 -0.205 -0.068
C -0.894137 -0.058665 -0.726402 -0.141 -0.273 -0.153
C -1.187117 1.411951 -0.622028 -0.086 0.125 0.089
C 0.236918 0.999978 -0.693414 0.231 0.252 -0.139
C 0.691690 0.497307 0.678752 0.125 -0.130 -0.195
O 0.396489 1.417742 1.705803 0.013 -0.063 0.268
H -0.677042 -2.740947 0.276790 0.014 0.132 0.128
H 0.685419 -2.286554 1.452246 -0.187 0.090 0.035
H -1.267460 -0.641335 -1.562977 0.160 0.136 0.024
H -1.566963 1.872557 0.283898 0.008 -0.148 -0.082
H -1.574759 1.824690 -1.551580 0.027 -0.062 0.212
H 0.913245 1.275732 -1.494740 -0.184 -0.008 0.110
H 1.742655 0.178842 0.720241 -0.173 0.072 -0.048
H 0.340651 0.926593 2.533924 0.020 0.093 -0.060
H 1.448722 -1.571085 -1.288356 0.099 0.002 -0.137
H 1.530216 -1.038446 -1.801816 0.106 -0.140 -0.061
```
Forces are in eV/Å.

Computed properties:
gap between HOMO and LUMO	0.3623	Ha
highest occupied orbital energy	-8.896	eV
calculated total energy	-309.7274	Eh
ΔE to the lowest compared entry with this formula, charge and spin	72.14	kcal per mole
SMILES	C=C1[C@H]2C[C@H]2[C@H]1O.[H][H]

Mulliken charges, unit e, in atom order: -0.791 -0.002 -0.227 -0.724 -0.462 0.225 -0.533 0.290 0.274 0.351 0.200 0.269 0.473 0.309 0.332 -0.038 0.054

=====

[7]
Here is a single C5H10N4 molecule at a distorted geometry from the OMol25 dataset. Energies are from ωB97M-V/def2-TZVPD.

```
19
Properties=species:S:1:pos:R:3:forces:R:3
C 0.899021 0.001212 0.831998 2.481 -0.178 0.042
C -0.043301 -1.039304 1.277179 -1.247 -0.755 -0.768
C -0.167988 -0.228958 -0.147218 0.069 -0.960 -2.044
C 1.026639 1.305724 1.571981 2.281 2.682 -2.188
C 0.093926 -1.059609 -1.449584 1.957 0.406 -0.093
N -1.138936 -0.689639 1.999102 -2.631 2.576 0.889
N -1.921289 0.185964 1.739281 2.116 -1.479 -0.905
N -1.150997 0.745702 -0.111591 -1.043 -0.231 1.325
N -2.121962 0.773663 -1.085463 1.897 -2.960 -0.678
H 1.884388 -0.487848 0.573637 -1.134 0.698 0.220
H 0.101784 -2.089306 1.357345 0.892 -0.602 -0.279
H 0.761694 1.253386 2.598425 -0.151 -0.018 0.885
H 0.470861 2.178284 1.070735 0.374 -1.618 0.761
H 2.151029 1.681766 1.451266 -2.227 -0.962 0.639
H 0.216972 -0.361826 -2.289502 -0.267 0.112 0.256
H -0.685620 -1.736296 -1.753344 -0.459 -0.280 0.273
H 1.102379 -1.645727 -1.514990 -1.781 0.940 0.866
H -2.614260 1.581622 -1.073338 -1.500 2.928 0.272
H -2.731513 -0.009425 -1.301496 0.375 -0.300 0.528
```
Forces are in eV/Å.

Computed properties:
gap between HOMO and LUMO	0.3082	Ha
highest occupied orbital energy	-7.483	eV
calculated total energy	-415.3596	Eh
ΔE to the lowest compared entry with this formula, charge and spin	123.75	kcal per mole

Mulliken charges, unit e, in atom order: -0.008 -0.382 1.011 -1.305 -1.352 -0.021 -0.320 -0.165 -0.656 0.369 0.455 0.343 0.296 0.313 0.396 0.353 0.306 0.204 0.162